[1]
Formula: C17H16N3O8SW
Source: the Open Molecules 2025 dataset
Level of theory: ωB97M-V/def2-TZVPD

Last column: Mulliken charge in e.
Cartesian coordinates (Å):
H1 2.71195 -3.24968 -3.56415  0.470
C1 0.80843 -1.99677 -2.37352  0.423
C2 2.38120 0.55452 -0.01903  -0.201
C3 2.85483 -2.18214 -3.66552  -0.793
H2 0.49820 -3.70145 1.47049  0.315
C4 2.35235 2.88142 1.13895  -0.763
C5 3.92805 -1.67531 -4.36354  -0.622
C6 1.53606 3.88723 1.64887  -0.309
W1 -0.44095 0.16132 -0.85103  2.402
O1 1.41924 -0.31537 -0.33227  -0.514
C7 4.08215 -0.29508 -4.45674  -0.647
H3 4.64264 -2.34092 -4.82621  0.424
H4 -2.63386 1.58062 -1.68485  0.441
C8 -1.60552 1.58173 -2.05049  -1.632
H5 -0.61705 -4.56516 2.57404  0.271
S1 1.01441 1.32167 -2.50831  -0.341
C9 -0.37158 2.66834 0.94771  0.536
C10 3.17589 0.55537 -3.85370  -0.882
H6 -3.27249 -0.28269 -0.75790  0.406
O2 -1.54216 -3.33221 1.26439  -0.445
O3 -0.29423 -1.16235 -2.20178  -0.448
O4 0.72584 -3.10758 -1.95096  -0.574
N1 0.42454 1.76412 0.38769  0.027
H7 3.32281 1.62627 -3.91405  0.455
O5 -2.74258 2.79086 1.30983  -0.576
C11 -0.38400 -3.61999 2.09970  -0.668
C12 -1.50040 -2.25102 0.55931  0.962
H8 -3.28269 -2.75648 -0.33634  0.254
C13 2.07280 0.06112 -3.15540  1.016
N2 -2.54435 -0.92473 -1.06340  -0.469
H9 -0.26342 -2.83143 2.83700  0.295
H10 -1.23568 2.60674 -1.98134  0.491
H11 3.42830 2.90591 1.23615  0.557
N3 -2.54015 -2.07651 -0.27047  -0.185
O6 -0.58494 -1.40517 0.62025  -0.766
H12 4.92255 0.12389 -4.99373  0.403
H13 -1.58031 1.30860 -3.10332  0.447
H14 -0.51207 4.50353 2.02841  0.547
C14 1.74439 1.81721 0.50951  0.941
H15 -2.64996 -1.18471 -2.04116  0.370
C15 0.15032 3.77654 1.58060  -0.752
O7 3.55362 0.35123 -0.05799  -0.586
C16 1.91177 -1.33382 -3.07328  0.599
H16 1.98206 4.74036 2.14221  0.467
O8 -1.82404 0.93498 0.44327  -0.533
C17 -1.79757 2.18094 0.91330  0.186

Computed properties:
Total charge: +1
Energy above the lowest of the compared OMol25 structures with the same formula, charge and spin: 0.3953 eV
Frontier orbital gap: 5.75 eV

[2]
Formula: C2H5N3O
Source: the Open Molecules 2025 dataset
Level of theory: ωB97M-V/def2-TZVPD

Last column: Mulliken charge in e.
Cartesian coordinates (Å):
N1 -0.12997 -0.15004 0.19195  -0.259
C1 -0.91668 -1.29453 0.41856  0.139
N2 -1.20672 -1.75070 1.56670  -0.595
C2 0.33799 0.45419 -0.98349  0.526
H1 0.03714 0.36828 1.04501  0.204
H2 1.52555 1.98798 -1.54868  0.253
H3 1.64719 1.66279 0.10688  0.221
O1 0.09326 0.05877 -2.10115  -0.563
H4 -0.91137 -1.13506 2.31641  0.180
H5 -1.55585 -1.80420 -0.28516  0.345
N3 1.07947 1.60253 -0.72702  -0.449

Computed properties:
Energy above the lowest of the compared OMol25 structures with the same formula, charge and spin: 0.6404 eV
Frontier orbital gap: 10.58 eV
SMILES: [H]/N=C\NC(N)=O

[3]
Formula: C9H22ClDyIO2P
Source: the Open Molecules 2025 dataset
Level of theory: ωB97M-V/def2-TZVPD

Last column: Mulliken charge in e.
Cartesian coordinates (Å):
H1 -1.15658 2.54657 1.84911  0.414
H2 -1.56197 1.84551 -4.16838  0.387
H3 -0.15316 -1.43866 -3.05347  0.360
H4 0.42429 1.07144 3.20275  0.302
H5 0.99538 1.39448 -3.83281  0.385
H6 1.53822 -1.46159 2.43630  0.060
Cl1 -3.38371 -1.18892 -0.06255  -0.337
H7 -0.95895 0.34962 4.05927  0.467
H8 1.73825 0.45095 -2.50117  0.173
C1 0.71863 -1.81140 3.07412  -0.947
P1 -0.66185 0.77384 -2.16966  0.884
H9 -1.17369 -0.49866 -4.18903  0.396
H10 2.70281 -2.50712 -1.34316  0.334
C2 -1.52901 1.99398 2.74062  -1.659
C3 1.00252 1.22745 -2.74666  -0.985
C4 3.44621 -0.61127 -0.79069  0.405
H11 -2.59116 1.68320 2.59833  0.487
Dy1 -1.80992 0.61788 0.36824  0.436
H12 2.63789 -2.20079 0.40699  0.416
I1 3.17861 0.66235 0.91375  -0.011
O1 -0.77977 -0.19710 2.05204  0.198
C5 2.50093 -1.73948 -0.58129  -0.707
H13 0.84869 -2.88020 3.26614  0.396
O2 4.19563 -0.37798 -1.70215  -0.420
H14 -0.75260 -2.14852 1.49824  0.385
H15 -1.37223 3.01188 -2.81572  0.396
C6 -0.61673 -1.58224 2.42203  -0.261
H16 1.45712 -1.40850 -0.70939  0.081
H17 -1.44024 -1.82867 3.09696  0.302
C7 -0.64140 0.81045 3.11359  0.007
H18 0.77652 -1.29136 4.03191  0.393
C8 -1.00491 -0.75449 -3.13633  -1.100
H19 -1.55130 2.71960 3.55603  0.417
H20 -1.89460 -1.24919 -2.73024  0.366
H21 -2.74831 1.86818 -2.82147  0.418
C9 -1.68735 1.99390 -3.08786  -1.207
H22 1.30775 2.15485 -2.24438  0.366

Computed properties:
Total charge: +2
<S²>: 9.341
Energy above the lowest of the compared OMol25 structures with the same formula, charge and spin: 0.1018 eV
Frontier orbital gap (spin up / spin down): 7.35 / 6.90 eV
Multiplicity: 6